ORCA calculation (ωB97M-V with the def2-TZVPD basis set) on a 7-piece molecular cluster, C36H24BF4O24 overall in a non-equilibrium geometry.

E = -3615.94654 Eh
Charge = -1
ΔE to the lowest compared entry with this formula, charge and spin = 56.91 kcal/mol
Frontier orbital gap = 5.93 eV
E_HOMO = -0.237 Eh
LUMO level = -0.51 eV

Cartesian coordinates (Å):
B 0.533 1.301 0.661
F 1.913 1.070 0.756
F -0.042 0.562 -0.317
F -0.036 1.145 1.881
F 0.291 2.660 0.310
C 3.678 2.018 -3.613
C 3.999 3.306 -4.538
C 4.172 4.560 -3.868
O 4.611 5.528 -4.505
C 3.854 4.603 -2.467
C 3.607 3.295 -1.551
C 3.553 1.959 -2.190
O 3.343 0.954 -1.529
O 3.540 3.377 -0.223
O 4.167 3.113 -5.821
H 3.775 1.270 -4.274
H 4.123 5.580 -1.972
H 2.981 2.751 0.124
H 4.152 3.891 -6.068
C -3.264 -1.791 -4.550
C -1.939 -1.647 -5.347
C -0.761 -1.123 -4.676
O 0.336 -1.132 -5.177
C -0.826 -0.947 -3.210
C -2.194 -1.003 -2.509
C -3.315 -1.686 -3.154
O -4.334 -1.976 -2.517
O -2.366 -0.734 -1.179
O -1.923 -1.682 -6.727
H -4.227 -2.096 -5.025
H -0.033 -0.830 -2.518
H -1.577 -0.383 -0.706
H -0.878 -1.399 -6.782
C -1.744 2.169 -5.098
C -3.053 2.035 -4.370
C -3.072 2.386 -2.982
O -4.104 2.402 -2.357
C -1.838 2.640 -2.281
C -0.517 2.884 -3.048
C -0.464 2.559 -4.500
O 0.521 2.556 -5.226
O 0.699 3.156 -2.488
O -4.177 1.543 -4.972
H -1.661 2.173 -6.299
H -1.974 2.950 -1.206
H 0.390 3.072 -1.602
H -4.690 1.225 -4.367
C -4.093 3.533 6.009
C -3.037 2.538 5.535
C -2.550 1.516 6.416
O -1.693 0.747 6.012
C -2.851 1.531 7.855
C -4.007 2.458 8.310
C -4.628 3.420 7.401
O -5.387 4.297 7.833
O -4.321 2.434 9.580
O -2.594 2.559 4.249
H -4.566 4.256 5.451
H -2.227 1.083 8.555
H -4.029 1.642 10.045
H -1.896 1.730 4.157
C 3.385 -4.190 -1.906
C 3.134 -2.786 -1.301
C 3.707 -2.421 0.027
O 3.498 -1.264 0.447
C 4.528 -3.442 0.628
C 4.672 -4.874 0.153
C 4.227 -5.063 -1.270
O 4.465 -6.241 -1.762
O 5.342 -5.872 0.770
O 2.454 -1.862 -1.988
H 3.107 -4.227 -2.910
H 5.041 -3.397 1.594
H 5.608 -5.649 1.756
H 2.324 -1.121 -1.315
C -1.873 -4.469 4.564
C -0.526 -4.959 4.021
C 0.472 -4.100 3.386
O 1.608 -4.549 3.038
C 0.174 -2.723 3.363
C -1.284 -2.113 3.727
C -2.204 -3.096 4.296
O -3.256 -2.734 4.745
O -1.723 -0.853 3.370
O -0.120 -6.307 4.329
H -2.700 -5.252 4.925
H 0.907 -1.986 3.154
H -0.997 -0.173 3.167
H 0.713 -6.246 3.700